This record from OMol25 describes a structure of composition C4H9O4Zn. The level of theory is the ωB97M-V functional and the def2-TZVPD basis.

```
18
Properties=species:S:1:pos:R:3:forces:R:3
C -2.9427 0.7482 0.2928 0.58 -0.78 1.70
O -2.2667 -0.0242 -0.6106 -0.69 0.17 -0.78
H -3.7515 1.3362 -0.1645 0.16 -0.21 -0.13
H -3.3440 0.0596 1.0664 -0.52 0.40 -0.36
H -2.2503 1.3995 0.8571 -0.22 0.39 -0.52
O 3.1115 -1.6479 -0.5059 0.34 0.42 -0.06
O 1.5063 1.3847 -1.2942 0.93 0.35 -0.52
C 0.3462 1.3081 -0.5675 -0.53 -0.86 1.03
C 0.0980 -0.1434 -0.0182 3.31 0.66 0.99
O 1.4642 -0.6018 0.6741 -1.42 0.88 -0.01
C 2.0896 -1.8729 0.3749 -0.47 -0.64 0.04
Zn 2.7803 0.2110 -0.6269 -0.20 -0.07 -0.78
H -0.5503 1.5533 -1.1684 0.48 -0.05 0.08
H 0.3423 1.9791 0.3156 0.09 0.00 -0.23
H 0.0299 -0.8182 -0.8879 -0.94 -0.11 0.98
H -0.4166 -0.0500 0.9512 -1.01 -0.92 -1.19
H 2.4443 -2.2737 1.3445 -0.13 0.21 -0.29
H 1.3095 -2.5478 -0.0325 0.25 0.16 0.05
```
Positions in Å, forces in eV/Å.

Energy, Ha: -2237.92740
Frontier orbital gap (spin up / spin down), eV: 9.0 / 7.4
Spin multiplicity: 2
LUMO energy (spin up / spin down), eV: -0.3 / -1.9